Entry 1:
ORCA calculation (ωB97M-V with the def2-TZVPD basis set) on one molecule with the formula C3H6N4S.

Results
HOMO = -8.5 eV
structure (SMILES) = C=NN(C=S)/C=N\N
gap between HOMO and LUMO = 8.6546 eV

ORCA input file:
```
! wB97M-V def2-TZVPD RIJCOSX def2/J DEFGRID3
* xyz 0 1
C 1.32 -0.80 -1.24
N 0.02 -0.79 -1.26
N -0.64 0.13 -0.52
C -2.02 0.06 -0.62
S -2.92 -0.95 -1.50
C -0.10 1.15 0.32
N 0.66 1.06 1.32
N 1.11 -0.21 1.68
H 1.91 -0.12 -0.70
H 1.81 -1.50 -1.91
H -2.44 0.84 0.01
H -0.46 2.13 0.12
H 0.35 -0.90 1.65
H 1.40 -0.10 2.65
*
```

Mulliken atomic charge list, values in e, 5 entries: number 1, C, carries -0.348; number 2, N, carries -0.604; number 3, N, carries 0.462; number 4, C, carries -0.229; number 5, S, carries -0.253



Entry 2:
ORCA calculation (ωB97M-V with the def2-TZVPD basis set) on C23H44N6SSbSeSr as an isolated structure.

Results
HOMO = -9.9 eV
gap between HOMO and LUMO = 7.1585 eV

ORCA input file:
```
! wB97M-V def2-TZVPD RIJCOSX def2/J DEFGRID3
* xyz 1 1
Sr 0.41 1.11 -0.49
C 3.87 0.37 3.92
N 4.05 -0.31 2.63
C 3.60 -1.69 2.66
C 4.01 0.40 1.48
S 3.07 -0.16 0.15
N 4.77 1.50 1.39
C 5.91 1.73 2.28
C 4.60 2.51 0.36
H 2.85 0.20 4.27
H 4.02 1.44 3.83
H 4.56 -0.03 4.66
H 4.06 -2.17 3.52
H 3.91 -2.20 1.76
H 2.51 -1.76 2.75
H 6.18 0.81 2.79
H 5.70 2.51 3.02
H 6.74 2.06 1.67
H 3.99 2.13 -0.46
H 5.58 2.78 -0.03
H 4.12 3.40 0.77
C -5.03 -1.78 -0.35
C -3.88 -1.82 0.62
N -2.85 -0.89 0.16
C -3.13 0.32 -0.41
N -2.13 1.15 -0.58
C -2.40 2.46 -1.18
C -3.63 2.45 -2.07
C -4.78 1.86 -1.30
N -4.41 0.56 -0.78
C -5.51 -0.35 -0.47
H -5.84 -2.42 -0.02
H -4.70 -2.13 -1.33
H -3.44 -2.82 0.67
H -4.23 -1.56 1.63
H -1.98 -0.90 0.66
H -1.53 2.76 -1.76
H -2.52 3.21 -0.39
H -3.44 1.86 -2.97
H -3.87 3.47 -2.39
H -5.66 1.73 -1.94
H -5.08 2.53 -0.48
H -6.25 -0.25 -1.27
H -6.00 -0.03 0.46
Se 1.41 3.46 -1.89
C 0.33 4.61 -0.80
C 0.58 4.79 0.56
C -0.25 5.63 1.30
N -1.28 6.29 0.79
C -1.50 6.14 -0.52
C -0.74 5.32 -1.34
H 1.42 4.30 1.03
H -0.07 5.77 2.36
H -2.33 6.70 -0.93
H -0.97 5.26 -2.40
C 2.67 -2.84 -2.66
C 2.03 -3.39 -1.39
Sb 0.25 -2.32 -0.89
C -1.14 -3.12 -2.32
C -1.30 -4.63 -2.44
C -0.23 -3.32 0.97
C -0.14 -4.84 0.98
H 3.58 -3.39 -2.91
H 2.94 -1.79 -2.55
H 2.00 -2.92 -3.52
H 2.70 -3.30 -0.54
H 1.78 -4.45 -1.51
H -0.80 -2.70 -3.27
H -2.10 -2.63 -2.11
H -0.34 -5.12 -2.60
H -1.94 -4.88 -3.28
H -1.75 -5.06 -1.55
H -1.22 -2.98 1.29
H 0.48 -2.90 1.68
H -0.84 -5.31 0.30
H -0.34 -5.23 1.98
H 0.86 -5.17 0.70
*
```

Mulliken atomic charge list, values in e, 5 entries: number 1, Sr, carries 1.154; number 2, C, carries -1.073; number 3, N, carries 0.090; number 4, C, carries -1.089; number 5, C, carries 0.550



Entry 3:
ORCA calculation (ωB97M-V with the def2-TZVPD basis set) on C25H28IrO7S2 as an isolated structure.

Results
HOMO (alpha / beta) = -4.4 / -6.1 eV
gap between HOMO and LUMO (alpha / beta) = 6.8596 / 7.4605 eV

ORCA input file:
```
! wB97M-V def2-TZVPD RIJCOSX def2/J DEFGRID3
* xyz -1 5
Ir 7.79 8.53 8.80
C 8.37 9.23 11.39
C 7.30 8.47 11.82
C 6.15 8.93 11.17
C 6.50 9.99 10.24
C 7.91 10.15 10.42
C 8.64 11.36 9.85
C 5.54 10.94 9.56
C 4.76 8.38 11.25
C 7.35 7.35 12.85
C 9.76 9.30 12.02
H 8.41 12.21 10.49
H 8.37 11.61 8.81
H 9.75 11.22 9.82
H 5.54 11.86 10.10
H 4.52 10.46 9.52
H 5.91 11.13 8.53
H 4.09 8.73 10.55
H 4.40 8.54 12.28
H 4.69 7.28 11.19
H 7.88 7.76 13.72
H 7.82 6.48 12.47
H 6.35 7.04 13.22
H 9.63 9.41 13.18
H 10.18 10.24 11.52
H 10.29 8.34 11.95
C 7.45 11.01 5.25
C 8.40 11.94 6.09
O 7.93 12.91 6.61
C 9.82 11.56 6.16
C 10.81 12.45 6.53
C 12.10 11.97 6.77
C 12.44 10.61 6.60
C 11.46 9.73 6.21
C 10.14 10.18 6.10
H 6.51 11.59 5.07
H 7.22 10.05 5.78
H 7.80 10.78 4.24
H 10.63 13.49 6.71
H 12.96 12.62 7.11
H 13.44 10.26 6.74
H 11.66 8.69 6.17
H 9.42 9.35 6.05
O 7.38 5.53 6.78
S 6.86 6.84 6.55
O 6.06 7.03 5.38
O 7.96 7.87 6.55
S 5.78 7.50 8.25
O 13.07 8.08 10.88
C 12.50 7.07 10.25
C 13.05 5.85 10.41
C 12.47 4.72 9.84
C 11.37 4.85 8.99
C 10.90 6.13 8.71
C 11.42 7.24 9.37
C 10.91 8.62 9.15
O 11.61 9.58 9.52
O 9.79 8.70 8.50
H 12.73 8.88 10.43
H 13.90 5.75 11.04
H 12.96 3.77 10.02
H 10.95 3.99 8.48
H 10.00 6.29 8.13
*
```

Mulliken atomic charge list, values in e, 5 entries: number 1, Ir, carries 1.465; number 2, C, carries 0.879; number 3, C, carries 0.316; number 4, C, carries 0.929; number 5, C, carries 0.198



Entry 4:
ORCA calculation (ωB97M-V with the def2-TZVPD basis set) on C3H8CuO3 as an isolated structure.

Results
HOMO (alpha / beta) = -14.1 / -14.0 eV
gap between HOMO and LUMO (alpha / beta) = 8.5681 / 6.3264 eV

ORCA input file:
```
! wB97M-V def2-TZVPD RIJCOSX def2/J DEFGRID3
* xyz 1 3
O -3.06 -3.25 1.53
C -3.31 -2.00 2.16
C -3.91 -2.75 3.67
O -5.85 -3.79 2.29
Cu -4.57 -4.21 1.08
H -4.01 -1.18 1.99
H -2.35 -1.46 2.12
H -4.26 -1.92 4.31
H -4.24 -3.79 3.81
O -2.29 -3.14 4.07
H -2.23 -3.65 2.26
C -2.09 -3.76 5.32
H -2.46 -3.14 6.14
H -2.62 -4.73 5.35
H -1.01 -3.93 5.43
*
```

Mulliken atomic charge list, values in e, 5 entries: number 1, O, carries -0.600; number 2, C, carries -0.074; number 3, C, carries -0.568; number 4, O, carries -0.272; number 5, Cu, carries 0.792



Entry 5:
ORCA calculation (ωB97M-V with the def2-TZVPD basis set) on a 12-piece molecular cluster, C28H60N4O8S4 overall.

Results
HOMO = -8.8 eV
gap between HOMO and LUMO = 8.9268 eV

ORCA input file:
```
! wB97M-V def2-TZVPD RIJCOSX def2/J DEFGRID3
* xyz 0 1
C 1.56 -2.70 -1.51
C 2.64 -3.53 -2.00
N 3.55 -4.17 -2.29
H 1.88 -2.45 -0.50
H 0.57 -3.14 -1.55
H 1.52 -1.78 -2.11
C -3.34 1.71 -1.58
C -4.63 2.37 -1.37
N -5.63 2.89 -1.17
H -2.55 2.44 -1.44
H -3.29 1.29 -2.58
H -3.23 0.99 -0.77
C -1.19 -1.25 -5.37
C -1.13 -1.42 -3.93
N -1.08 -1.50 -2.79
H -2.23 -1.47 -5.64
H -0.52 -1.85 -5.98
H -1.03 -0.20 -5.64
C -0.11 1.07 -0.46
C 0.13 -0.09 0.40
N 0.35 -1.04 1.01
H -0.99 1.64 -0.16
H -0.31 0.71 -1.48
H 0.78 1.69 -0.51
C 0.29 1.38 3.71
S -0.18 0.52 5.24
O -1.66 0.73 5.29
C 0.02 -1.16 4.65
H -0.61 1.44 3.10
H 1.05 0.78 3.20
H 0.69 2.38 3.89
H 1.00 -1.30 4.18
H -0.82 -1.42 4.02
H 0.09 -1.84 5.50
C 0.90 1.87 -4.24
S -0.82 2.36 -4.41
O -1.35 2.79 -3.08
C -0.45 3.87 -5.39
H 1.29 1.49 -5.18
H 0.86 1.04 -3.52
H 1.55 2.63 -3.83
H -1.26 4.21 -6.03
H 0.40 3.72 -6.06
H -0.13 4.72 -4.77
C -5.50 -3.05 -0.12
S -4.23 -1.74 -0.21
O -4.98 -0.48 0.10
C -3.33 -2.22 1.27
H -5.98 -3.01 0.86
H -5.01 -4.02 -0.20
H -6.27 -2.90 -0.88
H -4.00 -2.07 2.12
H -2.55 -1.46 1.36
H -2.88 -3.21 1.24
C 3.56 0.40 -0.14
S 4.19 0.21 -1.83
O 2.94 0.29 -2.68
C 4.94 1.87 -2.02
H 3.23 -0.56 0.25
H 2.75 1.13 -0.06
H 4.42 0.75 0.43
H 5.48 1.96 -2.96
H 5.70 2.11 -1.27
H 4.17 2.64 -2.00
C -4.58 3.55 2.25
C -3.35 2.68 2.10
O -2.33 3.08 1.59
C -3.55 1.28 2.55
H -5.20 3.36 1.37
H -4.30 4.60 2.15
H -5.15 3.42 3.16
H -3.92 1.22 3.58
H -2.69 0.60 2.54
H -4.31 0.79 1.93
C 5.71 -2.78 2.51
C 4.35 -2.70 1.89
O 4.16 -2.97 0.73
C 3.21 -2.31 2.79
H 6.14 -1.81 2.77
H 6.43 -3.20 1.81
H 5.63 -3.43 3.38
H 3.50 -1.47 3.43
H 2.79 -3.06 3.47
H 2.33 -2.03 2.20
C 0.13 -4.21 1.76
C 1.19 -5.05 2.43
O 1.41 -4.97 3.63
C 2.07 -5.95 1.58
H -0.20 -3.44 2.44
H -0.66 -4.83 1.34
H 0.64 -3.66 0.96
H 1.77 -6.97 1.81
H 3.10 -5.75 1.83
H 1.88 -5.72 0.53
C 0.79 4.88 -1.79
C 1.07 4.28 -0.44
O 2.19 4.06 -0.04
C -0.16 4.06 0.39
H -0.19 4.58 -2.14
H 1.56 4.65 -2.53
H 0.81 5.97 -1.79
H 0.01 3.52 1.31
H -0.95 3.62 -0.23
H -0.60 5.03 0.65
*
```

Mulliken atomic charge list, values in e, 5 entries: number 1, C, carries 1.197; number 2, C, carries -0.053; number 3, N, carries -0.583; number 4, H, carries -0.857; number 5, H, carries 0.493



Entry 6:
ORCA calculation (ωB97M-V with the def2-TZVPD basis set) on C4H32HgO13 as an isolated structure.

Results
HOMO = -8.0 eV
gap between HOMO and LUMO = 1.9629 eV

ORCA input file:
```
! wB97M-V def2-TZVPD RIJCOSX def2/J DEFGRID3
* xyz 0 1
Hg -6.15 -18.56 24.13
C -12.58 -15.30 26.12
C -11.19 -15.74 26.58
O -10.70 -17.02 26.14
H -12.76 -14.26 26.40
H -13.37 -15.81 26.67
H -12.90 -15.43 25.09
H -11.21 -15.54 27.66
H -10.52 -14.95 26.23
C -6.97 -11.77 21.01
C -5.93 -12.69 21.76
O -5.94 -14.08 21.55
H -7.04 -11.93 19.93
H -6.91 -10.68 21.00
H -7.96 -12.03 21.39
H -6.05 -12.44 22.81
H -4.93 -12.33 21.50
O -9.89 -5.13 20.94
H -9.52 -5.35 21.79
H -9.81 -4.18 20.88
O -2.06 -19.54 23.21
H -1.25 -19.98 23.48
H -1.76 -18.80 22.67
O -13.13 -8.33 24.05
H -12.55 -8.31 23.29
H -12.54 -8.33 24.80
O -5.34 -11.35 28.36
H -4.74 -10.88 27.78
H -5.28 -12.26 28.08
O -1.76 -7.94 21.18
H -1.80 -8.38 22.03
H -2.49 -7.32 21.20
O -11.35 -12.02 15.93
H -11.24 -11.07 16.01
H -12.02 -12.13 15.25
O -9.18 -7.27 16.99
H -8.26 -7.54 16.89
H -9.19 -6.76 17.80
O -0.24 -14.47 22.07
H 0.49 -13.89 21.84
H -1.01 -14.03 21.71
O -10.46 -15.44 19.20
H -9.53 -15.35 19.41
H -10.69 -14.61 18.78
O -4.94 -9.43 15.61
H -4.84 -9.89 16.44
H -4.09 -9.02 15.46
O -6.72 -15.04 15.99
H -7.51 -14.51 16.03
H -6.51 -15.23 16.91
*
```

Mulliken atomic charge list, values in e, 5 entries: number 1, Hg, carries 0.007; number 2, C, carries -0.947; number 3, C, carries -0.107; number 4, O, carries -0.321; number 5, H, carries 0.321



Entry 7:
ORCA calculation (ωB97M-V with the def2-TZVPD basis set) on a 7-piece molecular cluster, C18H58NO24P6 overall.

Results
HOMO = -12.6 eV
gap between HOMO and LUMO = 11.2173 eV

ORCA input file:
```
! wB97M-V def2-TZVPD RIJCOSX def2/J DEFGRID3
* xyz 1 1
N -0.50 0.11 0.15
H -0.74 -0.82 0.46
H -0.45 0.20 -0.86
H 0.43 0.22 0.51
H -1.12 0.79 0.55
C 3.56 -1.48 -0.81
O 4.08 -0.97 0.44
P 3.41 0.39 1.01
O 1.95 0.55 0.83
O 3.89 0.52 2.55
C 3.67 1.76 3.17
O 4.19 1.58 0.28
C 5.37 1.35 -0.49
H 3.09 -2.45 -0.64
H 4.34 -1.54 -1.57
H 2.86 -0.86 -1.38
H 4.59 2.13 3.62
H 2.90 1.63 3.94
H 3.55 2.68 2.60
H 5.26 1.45 -1.57
H 5.81 0.36 -0.35
H 6.15 2.08 -0.24
C 2.07 -1.59 4.94
O 0.79 -1.01 5.33
P -0.15 -0.28 4.20
O -0.10 -0.84 2.80
O -1.66 -0.30 4.85
C -1.87 0.09 6.18
O 0.23 1.32 4.26
C 0.03 2.17 3.18
H 2.86 -1.33 5.66
H 2.37 -1.06 4.04
H 2.07 -2.68 4.89
H -1.11 -0.14 6.93
H -2.73 -0.50 6.48
H -2.25 1.11 6.19
H -0.81 2.83 3.39
H 0.02 1.68 2.20
H 0.88 2.85 3.15
C 4.83 0.68 -5.89
O 3.51 0.08 -5.90
P 2.97 -0.50 -4.50
O 3.74 -1.66 -3.93
O 2.95 0.84 -3.55
C 2.42 2.05 -4.10
O 1.35 -0.79 -4.72
C 0.66 -1.86 -4.10
H 5.31 0.85 -4.92
H 4.79 1.65 -6.37
H 5.48 -0.03 -6.40
H 1.79 2.55 -3.36
H 1.80 1.90 -4.98
H 3.24 2.73 -4.34
H 1.29 -2.60 -3.60
H -0.08 -2.30 -4.77
H 0.04 -1.46 -3.31
C 1.61 -3.17 1.84
O 1.18 -3.61 0.55
P -0.35 -3.68 0.07
O -1.13 -2.44 0.43
O -0.22 -3.89 -1.51
C 0.36 -5.03 -2.12
O -0.95 -5.07 0.63
C -1.49 -5.10 1.98
H 2.40 -3.85 2.16
H 0.80 -3.31 2.56
H 2.01 -2.16 1.77
H 0.81 -5.76 -1.44
H 1.07 -4.76 -2.90
H -0.43 -5.53 -2.67
H -2.56 -5.32 2.01
H -1.41 -4.19 2.57
H -1.01 -5.94 2.49
C -4.05 -1.16 1.35
O -4.48 -0.13 2.26
P -3.77 1.34 2.21
O -2.59 1.46 1.30
O -3.42 1.66 3.78
C -4.43 1.90 4.73
O -5.10 2.27 1.93
C -5.83 2.18 0.70
H -3.60 -1.94 1.96
H -3.38 -0.81 0.57
H -4.93 -1.52 0.81
H -5.04 1.01 4.90
H -5.05 2.71 4.36
H -4.00 2.28 5.65
H -5.18 2.55 -0.10
H -6.67 2.88 0.74
H -6.24 1.19 0.50
C -3.64 1.42 -1.96
O -2.93 1.06 -3.07
P -1.48 1.75 -3.44
O -0.42 1.27 -2.50
O -1.71 3.35 -3.43
C -1.00 4.18 -2.51
O -1.34 1.43 -5.02
C -2.20 2.07 -5.99
H -3.35 2.37 -1.52
H -3.48 0.63 -1.23
H -4.72 1.39 -2.08
H -0.64 4.99 -3.14
H -0.18 3.76 -1.93
H -1.69 4.44 -1.70
H -2.99 1.38 -6.26
H -1.63 2.28 -6.89
H -2.55 3.01 -5.57
*
```

Mulliken atomic charge list, values in e, 5 entries: number 1, N, carries 1.782; number 2, H, carries -0.168; number 3, H, carries 0.142; number 4, H, carries 0.141; number 5, H, carries 0.525



Entry 8:
ORCA calculation (ωB97M-V with the def2-TZVPD basis set) on one molecule with the formula C4H9NO2.

Results
HOMO (alpha / beta) = -9.3 / -9.9 eV
gap between HOMO and LUMO (alpha / beta) = 7.1545 / 9.0287 eV

ORCA input file:
```
! wB97M-V def2-TZVPD RIJCOSX def2/J DEFGRID3
* xyz 0 1
C -0.91 -1.41 0.40
C -0.09 -0.21 0.86
C 1.37 -0.29 0.15
O 2.16 0.83 0.26
N -0.46 1.08 0.45
C -0.75 1.32 -0.90
O 0.07 2.18 -1.41
H -1.94 -1.33 0.76
H -0.48 -2.32 0.83
H -0.94 -1.53 -0.69
H 0.05 -0.21 1.94
H 1.87 -1.12 0.66
H 1.15 -0.57 -0.89
H 1.73 1.54 -0.28
H -1.82 1.67 -0.56
H -1.02 0.46 -1.56
*
```

Mulliken atomic charge list, values in e, 5 entries: number 1, C, carries -1.270; number 2, C, carries 0.211; number 3, C, carries -0.601; number 4, O, carries -0.531; number 5, N, carries -0.396



Entry 9:
ORCA calculation (ωB97M-V with the def2-TZVPD basis set) on C10H22F2NO9S4 as an isolated structure.

Results
HOMO = -6.1 eV
gap between HOMO and LUMO = 8.2681 eV

ORCA input file:
```
! wB97M-V def2-TZVPD RIJCOSX def2/J DEFGRID3
* xyz -1 1
C 1.47 3.09 0.73
C 1.18 2.85 2.22
C -0.01 1.91 2.47
C -1.16 2.58 3.22
C -2.38 1.69 3.51
C -3.32 1.42 2.32
C -3.00 0.15 1.51
C -3.53 0.18 0.07
C -2.91 1.26 -0.82
O -2.31 0.69 -2.01
S -0.70 0.52 -1.86
O -0.44 -0.40 -0.78
O -0.64 -0.27 -3.33
S 0.20 -1.67 -3.55
C -0.78 -2.83 -2.67
O 0.04 -1.91 -4.95
O 1.46 -1.52 -2.91
H 2.20 3.88 0.58
H 0.55 3.37 0.20
H 1.86 2.18 0.27
H 2.08 2.45 2.69
H 0.98 3.82 2.69
H -0.37 1.54 1.50
H 0.32 1.02 3.02
H -1.47 3.47 2.65
H -0.76 2.94 4.17
H -2.96 2.19 4.29
H -2.03 0.74 3.91
H -4.33 1.29 2.73
H -3.37 2.30 1.67
H -3.46 -0.70 2.01
H -1.93 -0.04 1.49
H -4.62 0.30 0.08
H -3.34 -0.78 -0.40
H -2.17 1.85 -0.28
H -3.66 1.96 -1.20
H -0.35 -3.79 -2.97
H -1.81 -2.76 -3.02
H -0.69 -2.67 -1.60
N 5.04 -2.94 -2.48
S 5.50 -4.38 -2.94
O 4.52 -5.40 -2.74
O 6.86 -4.69 -2.67
F 5.45 -4.09 -4.50
S 4.85 -2.66 -0.94
O 4.18 -1.42 -0.74
O 5.99 -2.97 -0.14
F 3.78 -3.76 -0.50
*
```

Mulliken atomic charge list, values in e, 5 entries: number 1, C, carries -1.076; number 2, C, carries -0.633; number 3, C, carries 0.314; number 4, C, carries -0.640; number 5, C, carries -0.968



E: -20000.790; -117057.037; -65221.417; -54007.054; -95685.812; -35449.072; -125977.825; -9874.158; -79421.416 (eV)
Energy above the lowest of the compared OMol25 structures with the same formula, charge and spin: 81.8; 7.6; 0.6; 94.6; 8.5; 167.4; 59.8; 136.1; 2.2 (kcal per mole)